DFT (ωB97M-V with the def2-TZVPD basis set) results for the molecule C4H7NO.

XYZ file:
```
13
C4H7NO (ωB97M-V with the def2-TZVPD basis set)
C 0.02 1.98 0.50
C -0.46 0.58 0.17
O -1.63 0.28 0.33
C 0.53 -0.45 -0.28
C 0.06 -1.88 0.07
N 0.32 -1.49 -1.28
H -0.30 2.65 -0.31
H 1.11 2.08 0.60
H -0.47 2.31 1.42
H 1.57 -0.10 -0.31
H -0.99 -2.09 0.32
H 0.76 -2.51 0.60
H -0.53 -1.37 -1.83
```

Results
Energy relative to the best compared isomer or geometry (same formula, charge and spin)   202.2 kJ/mol
Maximum force   0.9 eV/A
LUMO   1.0 eV
SMILES   CC(=O)[C@H]1CN1
Orbital gap   10.54 eV
DFT total energy   -286.5546 hartree

=====

DFT (ωB97M-V with the def2-TZVPD basis set) results for a 2-piece molecular cluster, CBrCl2FS overall.

XYZ file:
```
6
CBrCl2FS (ωB97M-V with the def2-TZVPD basis set)
C -0.22 0.76 0.66
F -1.57 0.92 0.76
S 1.44 -1.67 -2.11
Cl 0.51 2.21 0.35
Cl 0.35 -0.46 1.65
Br -0.51 -1.74 -1.32
```

Results
Energy relative to the best compared isomer or geometry (same formula, charge and spin)   99.9 kJ/mol
Maximum force   2.2 eV/A
LUMO (alpha / beta)   -0.3 / -2.6 eV
Orbital gap (alpha / beta)   9.09 / 5.88 eV
DFT total energy   -4030.4404 hartree

=====

DFT (ωB97M-V with the def2-TZVPD basis set) results for a 2-piece molecular cluster, CH4Cl2OSi overall.

XYZ file:
```
9
CH4Cl2OSi (ωB97M-V with the def2-TZVPD basis set)
C 1.79 -0.01 0.12
O 0.52 0.56 -0.29
Si 0.00 2.12 -0.35
Cl 1.72 3.21 0.19
Cl -5.12 1.09 0.05
H 2.41 0.09 -0.75
H 1.56 -1.15 0.08
H 2.10 0.33 1.01
H -6.03 0.21 0.30
```

Results
Energy relative to the best compared isomer or geometry (same formula, charge and spin)   334.8 kJ/mol
Maximum force   6.5 eV/A
LUMO   0.1 eV
Orbital gap   9.57 eV
DFT total energy   -1325.6546 hartree

=====

DFT (ωB97M-V with the def2-TZVPD basis set) results for an isolated ion of composition C6H9Br3N5 and charge +1.

XYZ file:
```
23
C6H9Br3N5 (ωB97M-V with the def2-TZVPD basis set)
N 0.87 2.38 -0.47
C 0.20 1.10 -0.35
Br -1.40 1.02 -1.61
C 1.19 0.07 -1.02
N 1.79 0.90 -2.15
C -0.41 0.73 0.98
Br -1.70 2.06 1.61
Br 1.27 0.83 2.28
C -0.88 -0.64 1.01
N -0.50 -1.47 0.06
C -1.01 -2.73 0.25
N -1.84 -3.07 1.20
C -2.26 -2.14 2.06
N -1.73 -0.90 1.98
H 1.68 2.38 0.15
H 0.31 3.12 -0.07
H 0.77 -0.90 -1.43
H 1.90 -0.21 -0.10
H 1.06 0.83 -2.85
H 2.78 0.66 -2.28
H 1.50 1.91 -1.64
H -0.64 -3.59 -0.45
H -2.96 -2.36 2.84
```

Results
Net charge   +1
Energy relative to the best compared isomer or geometry (same formula, charge and spin)   0.0 kJ/mol
Maximum force   3.5 eV/A
LUMO   -4.3 eV
SMILES   N[C@@](Br)(C[NH3+])C(Br)(Br)c1ncncn1
Orbital gap   9.02 eV
DFT total energy   -8229.5659 hartree